Record 1
{"formula": "C28H35N5P2SSn", "method": "ωB97M-V/def2-TZVPD", "symbols": ["Sn", "C", "C", "C", "C", "C", "C", "C", "C", "C", "H", "H", "H", "H", "H", "H", "H", "H", "H", "H", "H", "H", "H", "H", "H", "P", "P", "N", "N", "N", "N", "C", "C", "C", "C", "C", "C", "C", "C", "C", "C", "C", "C", "C", "C", "C", "C", "C", "C", "H", "H", "H", "H", "H", "H", "H", "H", "H", "H", "H", "H", "H", "H", "H", "H", "H", "H", "H", "H", "S", "C", "N"], "coordinates": [[-0.322, 2.468, -3.275], [-1.944, 1.851, -6.940], [-2.048, 0.526, -6.810], [-1.079, -0.509, -7.276], [0.458, -0.214, -7.159], [0.961, 0.607, -6.005], [0.759, 1.940, -5.877], [0.423, 2.853, -7.009], [-0.894, 2.533, -7.760], [0.362, 2.409, -1.131], [-2.744, 2.512, -6.580], [-2.984, 0.072, -6.461], [-1.246, -0.756, -8.345], [-1.322, -1.443, -6.731], [0.947, -1.206, -7.090], [0.801, 0.225, -8.115], [1.814, 0.173, -5.453], [1.252, 2.513, -5.074], [1.240, 2.806, -7.760], [0.380, 3.878, -6.597], [-1.302, 3.500, -8.095], [-0.633, 1.936, -8.651], [-0.296, 3.075, -0.560], [1.407, 2.727, -1.026], [0.246, 1.419, -0.675], [1.713, -0.318, -2.252], [-1.435, -1.379, -1.647], [3.153, 0.648, -3.124], [2.792, -1.584, -1.799], [-2.096, 0.122, -2.373], [-2.930, -2.246, -1.696], [0.711, -1.167, -3.549], [-0.513, -2.016, -3.129], [3.517, 1.953, -2.778], [4.478, 2.423, -3.667], [4.727, 1.370, -4.596], [3.898, 0.302, -4.249], [3.776, -1.371, -0.810], [4.370, -2.579, -0.477], [3.728, -3.595, -1.270], [2.770, -2.959, -2.056], [-2.204, 1.327, -1.657], [-2.792, 2.289, -2.516], [-2.884, 1.673, -3.812], [-2.419, 0.368, -3.697], [-3.967, -2.350, -2.642], [-5.004, -3.087, -2.076], [-4.616, -3.414, -0.726], [-3.354, -2.890, -0.518], [1.409, -1.747, -4.158], [0.337, -0.377, -4.215], [-1.249, -2.150, -3.944], [-0.179, -3.027, -2.844], [3.080, 2.439, -1.920], [4.914, 3.412, -3.667], [5.406, 1.397, -5.433], [3.788, -0.662, -4.735], [3.955, -0.375, -0.451], [5.145, -2.717, 0.268], [3.920, -4.659, -1.227], [2.083, -3.348, -2.787], [-1.968, 1.321, -0.611], [-3.153, 3.278, -2.262], [-3.210, 2.123, -4.733], [-2.396, -0.417, -4.446], [-3.878, -1.931, -3.636], [-5.948, -3.343, -2.545], [-5.197, -3.969, 0.003], [-2.719, -2.854, 0.360], [-2.303, -0.189, 1.585], [-1.164, 0.086, 2.722], [-0.328, 0.293, 3.549]], "lowdin_charge": [1.42, -0.12, -0.14, -0.17, -0.16, -0.15, -0.28, -0.18, -0.18, -0.34, 0.10, 0.11, 0.12, 0.10, 0.11, 0.12, 0.07, -0.01, 0.13, 0.11, 0.11, 0.11, 0.01, -0.03, -0.04, 1.12, 1.06, -0.19, -0.29, -0.20, -0.27, -0.42, -0.37, -0.18, -0.10, -0.09, -0.17, -0.13, -0.08, -0.08, -0.14, -0.22, -0.17, -0.19, -0.20, -0.13, -0.08, -0.08, -0.16, 0.08, 0.01, 0.07, 0.08, 0.07, 0.09, 0.09, 0.11, 0.10, 0.10, 0.09, 0.08, 0.03, 0.12, 0.08, 0.09, 0.09, 0.09, 0.10, 0.07, 0.38, -1.05, -0.04], "e_tot_ev": -72292.0638, "total_charge": 0, "e_homo_ev": -6.353, "max_force_ev_per_a": 4.40, "homo_lumo_gap_ev": 4.205, "lumo_ev": -2.1}


Record 2
{"formula": "C28H35N7OSSe2Y", "method": "ωB97M-V/def2-TZVPD", "symbols": ["Y", "C", "C", "N", "N", "C", "O", "C", "C", "C", "C", "C", "C", "C", "C", "C", "C", "C", "N", "H", "H", "H", "H", "H", "H", "H", "H", "H", "H", "H", "H", "C", "C", "N", "C", "S", "N", "N", "C", "C", "C", "C", "C", "C", "C", "N", "H", "H", "H", "H", "H", "H", "H", "H", "H", "H", "H", "H", "H", "C", "Se", "C", "C", "Se", "C", "H", "H", "H", "H", "H", "H", "H", "H", "H", "H"], "coordinates": [[-0.061, 0.524, 0.309], [-4.459, -0.985, 1.302], [-3.326, -0.273, 0.607], [-2.022, -0.646, 0.809], [-1.875, -1.924, 1.122], [-0.666, -2.477, 0.979], [0.457, -1.795, 0.856], [-0.694, -3.966, 1.013], [-1.920, -4.688, 0.980], [-1.953, -6.052, 0.758], [-0.771, -6.800, 0.639], [0.426, -6.098, 0.804], [0.465, -4.712, 0.875], [-3.488, 0.826, -0.262], [-4.787, 1.137, -0.900], [-4.872, 2.237, -1.741], [-3.679, 2.911, -2.097], [-2.501, 2.586, -1.444], [-2.391, 1.560, -0.587], [-4.053, -1.932, 1.696], [-5.292, -1.120, 0.609], [-4.795, -0.342, 2.122], [-2.881, -4.186, 1.087], [-2.902, -6.563, 0.714], [-0.736, -7.875, 0.567], [1.410, -6.616, 0.855], [1.406, -4.166, 0.899], [-5.678, 0.536, -0.727], [-5.813, 2.503, -2.177], [-3.706, 3.710, -2.826], [-1.598, 3.185, -1.573], [0.646, -1.663, -5.518], [1.586, -1.883, -4.318], [2.012, -0.657, -3.651], [1.268, 0.025, -2.743], [-0.293, -0.526, -2.293], [1.831, 1.197, -2.366], [1.236, 1.725, -1.265], [1.718, 2.920, -0.898], [2.985, 3.497, -1.450], [0.910, 3.707, 0.001], [1.118, 5.088, 0.167], [0.349, 5.796, 1.067], [-0.640, 5.114, 1.815], [-0.797, 3.780, 1.593], [-0.069, 2.999, 0.721], [0.114, -2.554, -5.780], [1.218, -1.352, -6.397], [-0.123, -0.930, -5.203], [2.472, -2.423, -4.663], [1.089, -2.519, -3.592], [2.750, -0.168, -4.094], [3.784, 2.708, -1.416], [3.321, 4.372, -0.799], [2.838, 3.825, -2.523], [1.903, 5.624, -0.424], [0.474, 6.880, 1.155], [-1.310, 5.635, 2.501], [-1.572, 3.213, 2.083], [3.580, -1.897, 1.267], [3.165, -0.135, 0.623], [3.832, 1.110, 2.091], [2.983, 1.040, 3.272], [1.020, 1.203, 2.893], [0.449, -0.196, 4.128], [4.009, -1.765, 2.259], [4.321, -2.370, 0.626], [2.661, -2.466, 1.316], [3.716, 2.101, 1.581], [4.897, 0.836, 2.150], [3.119, 1.891, 3.934], [3.127, 0.107, 3.826], [1.307, -0.477, 4.717], [0.082, -1.069, 3.582], [-0.335, 0.163, 4.756]], "lowdin_charge": [1.15, 0.00, -0.23, -0.08, 0.02, -0.40, -0.24, -0.14, -0.02, -0.08, -0.06, -0.08, -0.04, -0.21, 0.03, -0.04, -0.03, -0.13, 0.03, 0.07, 0.08, 0.10, 0.10, 0.10, 0.10, 0.12, 0.10, 0.11, 0.11, 0.11, 0.11, -0.09, -0.27, 0.00, -0.79, 0.64, -0.01, -0.14, -0.32, -0.05, -0.22, -0.01, -0.03, -0.05, -0.17, -0.06, 0.06, 0.07, 0.06, 0.12, 0.08, 0.13, 0.09, 0.09, 0.11, 0.13, 0.12, 0.12, 0.11, -0.36, 0.91, -0.48, -0.49, 0.94, -0.32, 0.03, 0.03, -0.02, 0.07, 0.08, 0.07, 0.07, 0.03, 0.02, 0.02], "e_tot_ev": -184649.9135, "total_charge": 1, "e_homo_ev": [-9.949, -9.948], "max_force_ev_per_a": 4.16, "homo_lumo_gap_ev": [6.482, 6.481], "lumo_ev": [-3.5, -3.5]}


Record 3
{"formula": "C28H36Br4N4O", "method": "ωB97M-V/def2-TZVPD", "symbols": ["Br", "C", "C", "Br", "H", "H", "H", "H", "Br", "C", "C", "Br", "H", "H", "H", "H", "N", "C", "C", "C", "C", "C", "H", "H", "H", "H", "H", "N", "C", "C", "C", "C", "C", "H", "H", "H", "H", "H", "N", "C", "C", "C", "C", "C", "H", "H", "H", "H", "H", "N", "C", "C", "C", "C", "C", "H", "H", "H", "H", "H", "C", "C", "C", "O", "C", "H", "H", "H", "H", "H", "H", "H", "H"], "coordinates": [[0.329, 0.648, 1.721], [1.081, 1.938, 0.359], [0.760, 1.424, -1.059], [1.427, 2.675, -2.384], [2.148, 2.104, 0.505], [0.515, 2.863, 0.465], [-0.329, 1.427, -1.115], [1.086, 0.414, -1.305], [-0.826, -1.760, -2.030], [-0.248, -3.626, -2.403], [-1.284, -4.506, -1.761], [-1.028, -6.431, -2.373], [0.759, -3.874, -2.068], [-0.141, -3.728, -3.483], [-2.298, -4.220, -2.042], [-1.214, -4.618, -0.679], [4.539, -3.070, -5.375], [3.137, -3.128, -5.554], [2.254, -2.338, -4.857], [2.787, -1.635, -3.805], [4.119, -1.695, -3.434], [5.016, -2.323, -4.371], [2.683, -3.702, -6.348], [1.238, -2.173, -5.184], [2.166, -0.962, -3.232], [4.376, -1.312, -2.458], [6.065, -2.503, -4.190], [-0.990, -3.365, 4.947], [-1.979, -4.198, 4.553], [-2.434, -4.246, 3.207], [-1.753, -3.528, 2.204], [-0.611, -2.805, 2.702], [-0.280, -2.734, 4.004], [-2.591, -4.626, 5.334], [-3.363, -4.731, 2.946], [-1.977, -3.689, 1.159], [0.018, -2.261, 2.013], [0.590, -2.126, 4.208], [0.805, 0.449, -7.904], [1.526, 0.563, -6.824], [1.240, 1.354, -5.742], [0.068, 2.130, -5.855], [-0.712, 2.071, -6.998], [-0.250, 1.234, -8.054], [2.340, -0.134, -6.687], [1.827, 1.291, -4.838], [-0.306, 2.582, -4.948], [-1.632, 2.620, -7.135], [-0.888, 1.028, -8.901], [-0.354, 6.697, 2.139], [-1.310, 5.833, 1.682], [-1.318, 4.497, 2.079], [-0.411, 4.100, 2.991], [0.647, 4.931, 3.426], [0.665, 6.250, 2.989], [-2.125, 6.347, 1.196], [-2.085, 3.791, 1.795], [-0.593, 3.085, 3.312], [1.287, 4.583, 4.223], [1.273, 7.085, 3.304], [-2.577, 0.802, 5.001], [-1.208, 1.470, 5.258], [-0.689, 0.889, 6.574], [-1.906, 0.571, 7.292], [-2.837, 0.062, 6.339], [-2.605, 0.128, 4.144], [-3.355, 1.546, 4.826], [-1.200, 2.545, 5.439], [-0.403, 1.202, 4.573], [-0.104, 1.605, 7.151], [-0.017, 0.044, 6.423], [-3.855, 0.176, 6.711], [-2.682, -1.008, 6.204]], "lowdin_spin": [0.32, 0.25, 0.06, 0.10, 0.01, 0.01, 0.00, 0.00, 0.02, 0.00, 0.00, 0.00, 0.00, 0.00, 0.00, 0.00, 0.00, 0.00, 0.00, 0.00, 0.00, 0.00, 0.00, 0.00, 0.00, 0.00, 0.00, 0.02, 0.02, 0.01, 0.03, 0.02, 0.01, 0.00, 0.00, 0.00, 0.01, 0.01, 0.00, 0.00, 0.01, 0.01, 0.00, 0.00, 0.00, 0.01, 0.01, 0.00, 0.00, 0.00, 0.00, 0.00, 0.00, 0.00, 0.00, 0.00, 0.00, 0.00, 0.00, 0.00, 0.00, 0.01, 0.00, 0.00, 0.00, 0.01, 0.00, 0.00, 0.01, 0.00, 0.00, 0.00, 0.00], "s2": 0.754, "e_tot_ev": -317794.4992, "total_charge": -1, "e_homo_ev": [-0.267, -6.339], "multiplicity": 2, "max_force_ev_per_a": 4.22, "homo_lumo_gap_ev": [2.276, 8.341], "lumo_ev": [2.0, 2.0]}